{
  "formula": "C28H33N6O5OsSSe",
  "method": "wB97M-V/def2-TZVPD",
  "species": ["C", "N", "H", "H", "O", "H", "C", "N", "H", "H", "H", "C", "H", "H", "H", "C", "H", "H", "O", "H", "C", "H", "C", "C", "O", "H", "N", "C", "O", "H", "H", "C", "C", "H", "H", "H", "Se", "N", "C", "C", "O", "C", "H", "H", "C", "C", "H", "N", "C", "H", "C", "C", "H", "H", "C", "H", "H", "C", "H", "H", "C", "C", "C", "C", "C", "N", "C", "C", "Os", "H", "S", "H", "H", "C", "H"],
  "coordinates": [[-0.002, 3.537, 0.492], [-1.708, 1.750, 0.391], [0.795, 4.253, -1.369], [-2.988, -0.935, -4.014], [1.442, -4.948, 0.815], [-5.565, 2.053, -1.706], [0.744, 3.308, -0.826], [-0.213, -3.587, 2.198], [-2.451, 2.759, -2.795], [-0.836, 4.219, 0.321], [0.173, 2.612, -1.450], [4.017, -1.776, 3.743], [2.322, -2.578, 4.805], [4.711, -1.981, 4.547], [-6.287, 4.038, -0.435], [3.553, -0.874, 1.568], [6.055, 0.259, 2.716], [-0.648, -5.582, 2.736], [-0.095, -2.621, 4.521], [0.236, 1.483, 1.076], [-2.772, 1.186, -4.285], [-1.607, -0.246, -3.164], [-1.794, 0.757, -0.509], [1.780, -1.836, 2.884], [2.056, -6.305, 2.504], [-3.829, 1.430, -4.428], [3.903, -0.729, -1.831], [-4.941, 2.460, -0.921], [-0.744, -1.179, 2.619], [-2.081, 3.227, -4.447], [-3.539, -1.076, -1.727], [1.699, -1.954, -1.378], [-2.028, 2.404, -3.735], [3.882, -0.366, 0.672], [0.417, -4.738, 3.868], [6.204, -0.850, 1.357], [-1.118, -1.645, -0.523], [1.231, -0.811, 0.739], [-2.653, -0.077, -3.428], [-3.709, 1.905, -0.592], [0.403, -3.864, -1.801], [-5.338, 3.573, -0.208], [-0.823, 2.391, 2.154], [-0.975, 2.164, -3.572], [0.163, -4.856, 2.818], [-0.536, 2.237, 1.114], [-2.368, 0.957, -5.273], [1.846, -3.257, -3.407], [-2.893, 2.483, 0.378], [1.588, -4.072, -3.940], [4.472, -1.168, 2.577], [1.290, -3.071, -2.219], [-4.889, 4.990, 1.342], [2.770, 3.514, -0.094], [-3.296, 3.600, 1.101], [-4.508, 0.237, -2.383], [0.669, 4.008, 1.213], [2.683, -2.113, 3.897], [2.567, -2.647, -3.756], [2.166, 1.854, -0.048], [0.851, -1.595, -0.306], [2.163, 2.779, -0.625], [5.910, -0.777, 2.403], [2.920, -1.290, -1.609], [-3.491, -0.070, -2.148], [-2.993, 0.836, -1.114], [1.360, -5.456, 2.027], [-4.537, 4.124, 0.799], [-0.005, -3.648, 0.257], [-2.668, 4.042, 1.862], [0.064, -2.260, 3.153], [0.399, -0.560, 1.271], [6.569, -1.403, 3.001], [2.219, -1.201, 1.710], [2.636, 2.576, -1.586]],
  "forces_ev_per_a": [[0.0, -0.2, -0.2], [0.0, -0.2, -0.1], [-0.1, 0.0, -0.1], [0.0, 0.0, 0.0], [-0.3, 0.4, -1.6], [0.0, 0.0, 0.0], [0.1, 0.0, 0.2], [-0.2, 0.3, 0.3], [0.0, 0.0, 0.0], [0.0, 0.1, 0.1], [0.0, 0.1, 0.0], [0.1, 0.0, -0.1], [0.0, 0.0, 0.0], [0.0, 0.0, 0.0], [0.0, 0.0, 0.0], [-0.1, -0.1, 0.0], [0.0, 0.0, 0.0], [-0.1, 0.1, 0.1], [0.1, -0.2, 0.1], [0.1, -0.2, 0.0], [0.1, 0.0, 0.1], [0.1, -0.1, 0.0], [-0.2, 0.3, 0.2], [-0.2, 0.0, -0.1], [0.1, 0.2, -0.5], [0.0, 0.0, 0.0], [-0.1, -0.1, -0.1], [-0.1, -0.1, -0.1], [0.3, -0.3, 0.0], [0.0, 0.0, 0.0], [-0.1, 0.0, 0.0], [-0.3, -0.1, 0.4], [-0.1, -0.1, -0.1], [0.0, 0.0, 0.0], [0.0, -0.1, 0.0], [0.0, 0.0, 0.0], [0.0, 0.6, -0.7], [0.0, 0.4, 0.3], [-0.2, 0.2, 0.1], [0.2, 0.4, 0.2], [0.1, -0.2, 0.1], [0.0, 0.0, 0.0], [0.0, -0.1, 0.0], [0.0, 0.0, 0.0], [0.6, -0.5, -0.3], [0.2, 0.3, 0.0], [-0.1, 0.0, 0.0], [0.0, 0.0, 0.1], [-0.3, -0.1, -0.2], [0.0, 0.0, 0.0], [0.0, 0.0, 0.0], [0.0, 0.0, -0.3], [0.0, 0.0, 0.0], [0.0, 0.0, 0.0], [0.0, 0.0, 0.0], [0.0, 0.0, 0.1], [0.0, 0.0, 0.0], [-0.1, -0.1, 0.0], [0.0, 0.0, 0.0], [0.1, -0.1, 0.0], [-0.4, -0.1, -0.3], [-0.1, 0.1, -0.1], [0.0, 0.0, 0.0], [0.3, 0.1, 0.0], [0.2, -0.2, -0.3], [0.2, -0.3, 0.1], [-0.7, -0.1, 1.6], [0.1, 0.0, 0.0], [1.0, -0.8, 1.0], [0.0, 0.0, 0.0], [-0.3, 0.7, -0.4], [-0.1, 0.2, 0.0], [0.0, 0.0, 0.0], [0.2, -0.1, 0.1], [0.1, 0.0, 0.0]],
  "lowdin_charge": [-0.17, 0.01, 0.11, 0.12, -0.19, 0.12, -0.24, -0.38, 0.06, 0.10, 0.08, 0.00, 0.12, 0.13, 0.11, 0.03, 0.10, 0.13, -0.25, 0.10, -0.24, 0.08, -0.12, -0.20, 0.13, 0.11, 0.22, 0.01, -0.34, 0.08, 0.09, -0.15, -0.09, 0.10, 0.12, 0.09, 0.98, 0.02, -0.19, -0.15, -0.17, -0.06, 0.14, 0.07, -0.16, -0.11, 0.11, 0.25, -0.14, 0.15, -0.23, -0.48, 0.11, 0.08, 0.00, 0.12, 0.12, -0.02, 0.13, 0.05, -0.60, -0.10, -0.03, -0.17, -0.15, -0.03, -0.60, -0.05, 1.39, 0.12, 0.64, 0.04, 0.09, -0.20, 0.07],
  "lumo_ev": [-3.551, -5.668],
  "multiplicity": 5,
  "de_lowest_kj_mol": 118.41,
  "total_charge": 1,
  "max_force_ha_per_bohr": 0.0338,
  "homo_energy_ev": [-11.4, -11.9],
  "homo_lumo_gap_ev": [7.82, 6.21]
}



{
  "formula": "C4H9FNNiO",
  "method": "wB97M-V/def2-TZVPD",
  "species": ["F", "H", "C", "H", "H", "C", "H", "C", "O", "C", "Ni", "H", "H", "H", "H", "H", "N"],
  "coordinates": [[-1.640, -1.416, 0.724], [0.610, -0.845, -0.354], [3.024, -0.624, 0.033], [-3.162, -0.473, -0.073], [-1.846, -0.885, -1.187], [-2.084, -0.524, -0.204], [3.050, -0.584, -1.049], [0.857, 0.197, -0.134], [2.047, 0.258, 0.559], [-1.404, 0.845, 0.016], [-3.705, 1.608, 1.604], [3.986, -0.299, 0.391], [2.856, -1.643, 0.360], [0.917, 0.723, -1.100], [-2.056, 1.480, 0.674], [-1.300, 1.385, -0.918], [-0.151, 0.796, 0.658]],
  "forces_ev_per_a": [[0.2, -0.4, 0.5], [-0.2, -0.4, -0.1], [0.1, 0.2, 0.0], [-0.4, 0.2, -0.3], [0.0, -0.3, -0.5], [0.2, 0.4, 0.1], [0.0, 0.0, -0.4], [0.2, -0.1, 0.3], [0.3, 0.2, 0.1], [0.0, -0.5, 0.3], [0.4, -0.1, -0.2], [0.3, 0.1, 0.2], [-0.2, -0.3, 0.1], [0.1, 0.1, -0.2], [-0.4, 0.5, 0.3], [-0.4, 0.3, -0.4], [-0.1, 0.0, 0.2]],
  "lowdin_charge": [-0.01, 0.14, -0.08, 0.11, 0.13, -0.19, 0.09, -0.32, -0.14, -0.22, 0.83, 0.09, 0.09, 0.15, 0.06, 0.14, 0.13],
  "lumo_ev": [-6.838, -6.809],
  "multiplicity": 3,
  "total_charge": 1,
  "max_force_ha_per_bohr": 0.0141,
  "homo_energy_ev": [-12.8, -12.9],
  "homo_lumo_gap_ev": [5.99, 6.14]
}



{
  "formula": "C4H6OS",
  "method": "wB97M-V/def2-TZVPD",
  "species": ["H", "C", "C", "H", "C", "H", "O", "H", "H", "H", "S", "C"],
  "coordinates": [[-1.719, 1.585, -0.661], [0.873, -0.308, 0.504], [-1.413, 0.608, -0.163], [0.777, -1.164, 1.363], [-0.054, 0.837, 0.392], [-1.316, -1.375, -0.776], [-1.218, 0.892, 1.194], [-2.662, -0.533, -1.513], [0.576, 1.766, 0.454], [-2.858, -1.069, 0.173], [2.068, -0.555, -0.588], [-2.097, -0.715, -0.596]],
  "forces_ev_per_a": [[-0.2, -1.6, 0.1], [0.9, -3.0, 1.0], [-1.1, 2.5, -1.3], [-0.2, 2.4, -1.9], [1.1, -0.1, 1.1], [1.0, -1.8, -0.3], [0.1, -0.7, 1.0], [0.2, 0.0, 0.0], [-1.1, -0.5, -1.0], [1.3, 0.4, -0.8], [-0.8, 0.3, 0.8], [-1.3, 2.2, 1.1]],
  "lowdin_charge": [0.16, -0.62, -0.29, 0.12, -0.37, 0.04, -0.02, 0.08, 0.16, 0.11, 0.66, -0.01],
  "smiles": "C[C@H]1O[C@H]1C=S",
  "lumo_ev": -0.492,
  "multiplicity": 1,
  "de_lowest_kj_mol": 281.08,
  "total_charge": 0,
  "max_force_ha_per_bohr": 0.0645,
  "homo_energy_ev": -8.9,
  "homo_lumo_gap_ev": 8.45
}



{
  "formula": "C5H7NO",
  "method": "wB97M-V/def2-TZVPD",
  "species": ["C", "C", "C", "H", "H", "H", "N", "C", "C", "H", "H", "H", "H", "O"],
  "coordinates": [[-0.165, -0.450, -1.565], [-0.659, -0.454, 0.805], [-0.179, -1.333, -0.329], [1.564, -0.255, 0.455], [-1.044, -0.540, -2.209], [-0.543, -2.353, -0.409], [0.070, 1.835, 1.113], [0.784, -0.972, 0.736], [-0.231, 0.785, 0.297], [0.484, 1.459, 1.960], [-1.356, -0.625, 1.624], [0.746, -0.578, -2.156], [0.625, 2.576, 0.709], [-0.095, 0.907, -1.031]],
  "forces_ev_per_a": [[0.0, -0.2, -0.1], [-0.1, 0.1, 0.1], [-0.1, -0.2, -0.2], [0.0, -0.2, 0.2], [0.0, 0.1, 0.1], [0.0, 0.1, -0.1], [0.0, 0.1, -0.1], [0.4, -0.3, -0.1], [0.1, 0.1, 0.2], [-0.2, 0.4, 0.1], [0.2, 0.0, -0.2], [-0.1, 0.0, 0.0], [-0.1, -0.1, -0.1], [0.1, 0.1, 0.3]],
  "lowdin_charge": [-0.09, -0.20, -0.26, 0.07, 0.12, 0.13, 0.18, -0.03, -0.41, 0.12, 0.14, 0.13, 0.11, 0.00],
  "lumo_ev": 0.893,
  "multiplicity": 1,
  "de_lowest_kj_mol": 387.96,
  "total_charge": 0,
  "max_force_ha_per_bohr": 0.0089,
  "homo_energy_ev": -7.1,
  "homo_lumo_gap_ev": 7.98
}



{
  "formula": "ArH26O13",
  "method": "wB97M-V/def2-TZVPD",
  "species": ["O", "H", "H", "H", "Ar", "H", "O", "H", "H", "H", "O", "H", "O", "H", "H", "O", "H", "H", "O", "H", "O", "H", "H", "O", "H", "O", "H", "O", "H", "O", "O", "H", "H", "H", "H", "H", "H", "O", "H", "H"],
  "coordinates": [[0.221, 13.199, -6.325], [-3.887, 18.114, -3.589], [-5.667, 14.898, -4.655], [-3.485, 12.151, -4.301], [-3.089, 15.687, -5.164], [-4.880, 19.907, -5.598], [-2.334, 18.932, -4.193], [-0.364, 13.305, -5.575], [-1.724, 18.368, -4.669], [0.151, 16.577, -4.819], [-3.824, 16.226, -8.611], [-4.449, 16.902, -8.346], [-4.743, 17.887, -3.225], [-3.008, 16.701, -8.764], [-3.242, 14.844, -1.548], [-2.230, 14.037, -7.911], [-4.806, 12.840, -4.569], [-0.236, 12.588, -6.903], [-4.338, 12.018, -4.715], [-1.828, 15.107, -1.074], [-5.998, 14.914, -6.962], [0.429, 17.617, -5.883], [-2.794, 14.810, -7.880], [-0.285, 17.159, -5.441], [-1.537, 13.511, -3.371], [-1.378, 12.811, -4.004], [-6.076, 14.255, -7.651], [-2.348, 14.507, -1.608], [-5.290, 15.206, -2.290], [-4.819, 15.704, -1.621], [-5.756, 14.416, -3.833], [-5.299, 15.495, -7.262], [-1.934, 13.920, -7.008], [-5.497, 16.218, -1.183], [-1.809, 19.689, -3.933], [-3.533, 19.329, -5.978], [-4.556, 17.206, -2.579], [-4.346, 19.666, -6.355], [-0.802, 12.199, -3.545], [-6.588, 13.951, -3.917]],
  "forces_ev_per_a": [[0.5, 0.2, -0.3], [0.3, 0.3, -0.1], [0.0, 0.4, -0.6], [0.4, 0.0, 0.1], [0.0, 0.0, 0.1], [-0.1, 0.0, 0.2], [-0.2, 0.2, -0.1], [-0.3, -0.2, 0.6], [0.6, -0.6, -0.3], [0.1, -0.3, 0.2], [-0.2, -0.2, 0.0], [-0.2, 0.5, 0.0], [-0.5, 0.4, -0.3], [0.3, 0.2, -0.1], [-0.6, 0.3, 0.1], [0.2, -0.3, -0.2], [-0.1, 0.3, 0.2], [0.0, -0.2, -0.3], [-0.1, -0.5, -0.2], [0.1, 0.1, 0.1], [-0.3, 0.2, 0.5], [0.2, 0.1, -0.2], [-0.4, 0.1, -0.1], [-0.3, 0.3, 0.0], [-0.3, 0.5, 0.6], [-0.1, 0.0, -0.4], [0.1, -0.3, -0.1], [0.8, -0.5, -0.3], [-0.4, -0.5, -0.9], [0.3, 0.2, 0.8], [0.0, -0.2, 0.4], [0.3, -0.1, -0.1], [0.2, 0.0, 0.1], [-0.1, 0.1, 0.4], [0.0, 0.3, 0.2], [0.2, 0.0, 0.4], [0.1, -0.4, 0.1], [-0.1, 0.0, -0.6], [0.2, -0.3, 0.1], [-0.3, -0.2, 0.0]],
  "lowdin_charge": [-0.06, -0.05, 0.01, -0.01, 0.33, 0.03, -0.05, -0.03, -0.01, 0.05, -0.05, 0.05, -0.09, 0.06, -0.02, -0.07, -0.03, 0.03, -0.06, 0.04, -0.04, 0.05, -0.05, -0.06, 0.00, -0.05, 0.05, -0.05, 0.01, -0.05, -0.05, -0.02, -0.03, 0.08, 0.07, -0.01, -0.03, -0.06, 0.07, 0.08],
  "lumo_ev": -0.072,
  "multiplicity": 1,
  "de_lowest_kj_mol": 40.47,
  "total_charge": 0,
  "max_force_ha_per_bohr": 0.0216,
  "homo_energy_ev": -10.5,
  "homo_lumo_gap_ev": 10.47
}



{
  "formula": "C5H13N2",
  "method": "wB97M-V/def2-TZVPD",
  "species": ["C", "N", "H", "H", "H", "H", "C", "H", "H", "N", "C", "H", "H", "H", "H", "H", "C", "H", "C", "H"],
  "coordinates": [[-3.073, -0.133, -0.273], [1.563, -0.067, -0.225], [-1.828, 1.395, 0.069], [-2.451, -0.527, -1.081], [-3.550, -1.004, 0.231], [2.739, 0.010, -1.997], [0.257, 0.208, 0.031], [3.282, 0.991, -0.600], [1.946, 1.651, -1.504], [-0.910, -0.318, 0.725], [2.456, 0.682, -1.160], [3.282, -0.884, 0.739], [-0.146, 1.133, -0.522], [1.900, -0.666, 1.684], [-2.509, 0.792, 1.604], [-3.820, 0.493, -0.601], [2.163, -0.963, 0.730], [-1.022, -1.291, 1.001], [-2.103, 0.531, 0.609], [1.824, -2.034, 0.543]],
  "forces_ev_per_a": [[0.6, -3.6, 0.5], [2.0, -1.7, 0.7], [0.6, 1.2, 0.1], [-0.7, 0.0, -0.5], [0.2, 0.5, -0.4], [-0.2, 0.5, 0.4], [-4.6, 4.6, -1.8], [1.5, 0.2, 0.8], [0.5, -1.7, 0.3], [2.0, 0.1, -0.3], [-3.0, 0.5, -0.9], [-1.0, -0.4, -0.5], [1.2, -1.6, 0.8], [-0.9, 0.5, 2.1], [0.4, -0.2, -0.3], [-1.6, 1.5, -0.9], [2.0, -1.5, -1.6], [0.0, 0.1, -0.1], [0.4, -0.2, 1.3], [0.5, 1.2, 0.2]],
  "lowdin_charge": [-0.07, -0.15, 0.09, 0.10, 0.11, 0.12, -0.13, 0.07, 0.13, 0.11, 0.03, 0.12, 0.13, 0.07, 0.15, 0.07, -0.03, 0.16, -0.24, 0.14],
  "lumo_ev": [-2.655, -7.587],
  "multiplicity": 3,
  "de_lowest_kj_mol": 46.68,
  "total_charge": 1,
  "max_force_ha_per_bohr": 0.1317,
  "homo_energy_ev": [-10.5, -15.0],
  "homo_lumo_gap_ev": [7.88, 7.39]
}



Repeat the sixth record exactly.
{
  "formula": "C5H13N2",
  "method": "wB97M-V/def2-TZVPD",
  "species": ["C", "N", "H", "H", "H", "H", "C", "H", "H", "N", "C", "H", "H", "H", "H", "H", "C", "H", "C", "H"],
  "coordinates": [[-3.073, -0.133, -0.273], [1.563, -0.067, -0.225], [-1.828, 1.395, 0.069], [-2.451, -0.527, -1.081], [-3.550, -1.004, 0.231], [2.739, 0.010, -1.997], [0.257, 0.208, 0.031], [3.282, 0.991, -0.600], [1.946, 1.651, -1.504], [-0.910, -0.318, 0.725], [2.456, 0.682, -1.160], [3.282, -0.884, 0.739], [-0.146, 1.133, -0.522], [1.900, -0.666, 1.684], [-2.509, 0.792, 1.604], [-3.820, 0.493, -0.601], [2.163, -0.963, 0.730], [-1.022, -1.291, 1.001], [-2.103, 0.531, 0.609], [1.824, -2.034, 0.543]],
  "forces_ev_per_a": [[0.6, -3.6, 0.5], [2.0, -1.7, 0.7], [0.6, 1.2, 0.1], [-0.7, 0.0, -0.5], [0.2, 0.5, -0.4], [-0.2, 0.5, 0.4], [-4.6, 4.6, -1.8], [1.5, 0.2, 0.8], [0.5, -1.7, 0.3], [2.0, 0.1, -0.3], [-3.0, 0.5, -0.9], [-1.0, -0.4, -0.5], [1.2, -1.6, 0.8], [-0.9, 0.5, 2.1], [0.4, -0.2, -0.3], [-1.6, 1.5, -0.9], [2.0, -1.5, -1.6], [0.0, 0.1, -0.1], [0.4, -0.2, 1.3], [0.5, 1.2, 0.2]],
  "lowdin_charge": [-0.07, -0.15, 0.09, 0.10, 0.11, 0.12, -0.13, 0.07, 0.13, 0.11, 0.03, 0.12, 0.13, 0.07, 0.15, 0.07, -0.03, 0.16, -0.24, 0.14],
  "lumo_ev": [-2.655, -7.587],
  "multiplicity": 3,
  "de_lowest_kj_mol": 46.68,
  "total_charge": 1,
  "max_force_ha_per_bohr": 0.1317,
  "homo_energy_ev": [-10.5, -15.0],
  "homo_lumo_gap_ev": [7.88, 7.39]
}